Record 1
{"formula": "C2H2F5P", "method": "ωB97M-V/def2-TZVPD", "homo_lumo_gap_ev": 8.56, "homo_energy_ev": -8.80, "lumo_energy_ha": -0.0088, "multiplicity": 1, "smiles": "F[PH2]=C(F)C(F)(F)F", "de_lowest_kcal_mol": 32.9, "species": ["C", "C", "F", "F", "F", "F", "F", "P", "H", "H"], "xyz": [[2.7154, 0.1232, 0.1978], [1.7824, -1.0997, 0.3624], [3.9896, -0.1416, 0.5510], [2.3731, 1.1832, 0.9347], [2.6582, 0.5737, -1.0516], [-1.1464, -1.3409, 0.8030], [2.0003, -2.2397, -0.3166], [0.1062, -0.5068, 0.1349], [-0.0171, 0.6022, 0.9631], [-0.5540, -0.0120, -0.9927]], "forces_ev_per_angstrom": [[-0.16, -1.40, 0.63], [-3.00, 1.90, 0.94], [-0.33, -0.30, -0.69], [-0.69, 0.03, 0.75], [0.97, 0.32, -1.46], [1.93, 0.40, -1.23], [1.08, -0.44, -0.78], [0.02, -0.05, 2.53], [0.45, 0.19, -0.14], [-0.26, -0.65, -0.54]]}

---

Record 2
{"formula": "C2H2FHoO2", "method": "ωB97M-V/def2-TZVPD", "homo_lumo_gap_ev": [8.33, 6.95], "total_charge": 2, "homo_energy_ev": [-19.97, -18.83], "lumo_energy_ha": [-0.4278, -0.4367], "multiplicity": 5, "s2": 6.0125, "species": ["O", "C", "C", "O", "H", "F", "Ho", "H"], "xyz": [[-0.7673, 0.4822, -0.7237], [0.2531, 0.8610, -0.0836], [1.0173, -0.2387, 0.5482], [0.6085, -1.3914, 0.5225], [0.5828, 1.9058, -0.0449], [2.1605, 0.0558, 1.0949], [-1.4767, -1.7738, -0.4365], [-2.3782, 0.0991, -0.8769]], "forces_ev_per_angstrom": [[3.58, 1.25, 1.36], [-2.67, 0.49, -2.05], [1.94, -2.26, 1.40], [0.43, 1.48, 0.07], [-0.13, -0.06, 0.06], [-1.28, 0.01, -0.63], [-0.54, -1.20, -0.18], [-1.34, 0.29, -0.03]]}